Record 1
# C4H5NO2

C4H5NO2 in the gas phase at a distorted geometry (ωB97M-V with the def2-TZVPD basis set, the Open Molecules 2025 dataset).

Output
SMILES: O=C[C@H]1CN=CO1
E_LUMO, eV: 0.7
Highest occupied orbital energy, Ha: -0.3681
Largest force on an atom, hartree/bohr: 0.028
Net charge: 0
DFT total energy, a.u.: -360.6094
Frontier orbital gap, eV: 10.71

The geometry in XYZ format:
```
12
C4H5NO2 ωB97M-V with the def2-TZVPD basis set
O -2.19 0.22 1.03
C -1.61 -0.36 0.15
C -0.40 0.26 -0.55
C 0.53 0.94 0.41
N 1.48 -0.19 0.85
C 1.38 -1.02 -0.11
O 0.40 -0.76 -1.13
H -1.89 -1.38 -0.17
H -0.73 1.09 -1.20
H 1.16 1.65 -0.12
H -0.07 1.47 1.17
H 1.93 -1.93 -0.33
```



Record 2
# C10H16S

2 unconnected molecules or ions with the total composition C10H16S at a distorted geometry (ωB97M-V with the def2-TZVPD basis set, the Open Molecules 2025 dataset).

Output
SMILES: Cc1ccccc1.CCSC
E_LUMO, eV: 0.9
Highest occupied orbital energy, Ha: -0.3027
Largest force on an atom, hartree/bohr: 0.169
Net charge: 0
DFT total energy, a.u.: -788.7232
Frontier orbital gap, eV: 9.18

The geometry in XYZ format:
```
27
C10H16S ωB97M-V with the def2-TZVPD basis set
C -3.07 -0.82 -1.02
C -1.60 -0.85 -1.57
C -0.59 -1.31 -0.76
C 0.69 -1.08 -1.24
C 0.92 -0.40 -2.46
C -0.16 0.04 -3.23
C -1.46 -0.19 -2.83
H -3.76 -0.41 -1.68
H -3.19 -0.20 -0.14
H -3.43 -1.70 -0.79
H -0.83 -1.97 0.07
H 1.59 -1.44 -0.71
H 1.87 -0.32 -2.74
H 0.01 0.66 -4.16
H -2.48 -0.05 -3.42
C -0.61 0.69 2.51
C 0.76 1.48 2.58
S 1.73 1.25 1.08
C 3.33 0.52 1.63
H -1.32 0.99 3.31
H -0.35 -0.39 2.67
H -1.30 0.90 1.71
H 0.66 2.57 2.78
H 1.38 1.08 3.50
H 4.21 1.12 1.17
H 3.51 0.37 2.55
H 3.50 -0.55 1.17
```



Record 3
# C2H10BrN4

2 unconnected molecules or ions with the total composition C2H10BrN4 at a distorted geometry (ωB97M-V with the def2-TZVPD basis set, the Open Molecules 2025 dataset).

Output
E_LUMO, eV: -4.5
Highest occupied orbital energy, Ha: -0.4953
Largest force on an atom, hartree/bohr: 0.101
Net charge: +1
DFT total energy, a.u.: -2874.8885
Frontier orbital gap, eV: 8.96

The geometry in XYZ format:
```
17
C2H10BrN4 ωB97M-V with the def2-TZVPD basis set
C 1.18 0.45 -1.01
C -1.04 0.50 -0.53
N 0.52 1.55 0.97
N -2.22 0.90 0.02
N 0.14 0.79 -0.14
N -0.68 -2.03 0.64
Br -3.94 0.06 -0.11
H 1.21 1.14 -1.89
H 2.20 0.40 -0.52
H 1.05 -0.59 -1.54
H -1.20 -0.24 -1.34
H 1.47 1.86 1.03
H -0.03 2.34 1.18
H -2.24 1.21 1.07
H -0.52 -1.44 1.50
H -1.49 -2.60 0.76
H 0.02 -2.81 0.37
```



- Among the records above, which one has the highest highest occupied orbital energy?
  C10H16S